No. 1
An isolated molecule of C6H7N3O2 in a non-equilibrium geometry. Source: the Open Molecules 2025 dataset; level of theory: wB97M-V/def2-TZVPD.

Properties
- LUMO (eV) = 0.85
- 2S+1 = 1
- strongest force on any atom (eV Å⁻¹) = 3.25
- frontier orbital gap (eV) = 9.334
- electronic energy (eV) = -14899.1295
- relative energy (zero: lowest compared OMol25 entry of this formula, charge and spin) (kJ/mol) = 135.30

```
18
C6H7N3O2 wB97M-V/def2-TZVPD
O 2.39191 -0.92376 1.00900
C 1.67094 -0.42841 -0.07998
O 2.21655 -0.95682 -1.33200
N 1.89997 0.98147 -0.18386
N 0.61326 1.68087 -0.01877
C -0.41540 0.70220 -0.06777
C -1.78181 0.74788 -0.21850
C -2.48142 -0.41705 -0.26368
C -1.85398 -1.61530 0.07858
N -0.52970 -1.71568 0.01398
C 0.18280 -0.59772 0.00659
H 2.75147 -1.71972 0.70093
H 2.78108 -0.21541 -1.62560
H 2.65051 1.17242 0.44571
H 0.47682 2.38486 -0.78212
H -2.31912 1.73968 -0.32972
H -3.50748 -0.31938 -0.37215
H -2.44220 -2.50565 0.03078
```

***

No. 2
An isolated molecule of C4H6S3 in a non-equilibrium geometry. Source: the Open Molecules 2025 dataset; level of theory: wB97M-V/def2-TZVPD.

Properties
- LUMO (eV) = -0.62
- 2S+1 = 1
- strongest force on any atom (eV Å⁻¹) = 4.02
- frontier orbital gap (eV) = 8.251
- electronic energy (eV) = -36746.9288
- relative energy (zero: lowest compared OMol25 entry of this formula, charge and spin) (kJ/mol) = 321.26

```
13
C4H6S3 wB97M-V/def2-TZVPD
S -1.61455 -2.37415 0.60338
C -1.49318 -1.60742 -0.83338
S -1.13068 0.12612 -1.35770
C -0.43877 0.88739 0.04472
C 0.95065 1.59907 -0.20292
C 0.79298 0.31773 0.80074
S 1.80890 -1.21575 0.38614
H -1.86078 -1.85964 -1.80039
H -0.95898 1.71841 0.84279
H 1.57994 1.36817 -1.12659
H 0.67814 2.68183 0.24063
H 0.73441 0.62597 2.00348
H 0.95191 -2.26773 0.39910
```

***

No. 3
A structure of composition C8H16O15S2V in a non-equilibrium geometry. Source: the Open Molecules 2025 dataset; level of theory: wB97M-V/def2-TZVPD.

Properties
- charge = -2
- ⟨S²⟩ = 0.771
- LUMO (spin up / spin down) (eV) = 3.73 / 3.73
- 2S+1 = 2
- strongest force on any atom (eV Å⁻¹) = 2.63
- frontier orbital gap (spin up / spin down) (eV) = 5.488 / 5.491
- electronic energy (eV) = -86629.8121
- relative energy (zero: lowest compared OMol25 entry of this formula, charge and spin) (kJ/mol) = 103.43

```
42
C8H16O15S2V wB97M-V/def2-TZVPD
O -0.21347 1.14891 -1.84882
V 0.87773 0.80738 -0.81739
O 2.35741 0.92091 -2.53913
C 3.45912 0.17790 -3.07709
O 4.46021 0.91209 -3.31063
O 3.33370 -1.01830 -3.23668
H 2.84730 1.75970 -2.51035
O -1.26967 -2.82988 -1.41088
C 0.08570 -2.53586 -1.42760
O 0.36684 -1.31196 -1.21623
O 0.85785 -3.42529 -1.72714
H -1.69775 -1.99838 -1.15491
O 4.08958 -0.42043 1.95956
C 3.38417 -0.73435 0.79992
O 2.48481 0.13763 0.50233
O 3.62479 -1.78267 0.26049
H 3.69279 0.35058 2.37449
O 1.69769 4.57275 0.70170
C 1.27399 3.42582 0.10994
O 0.11251 3.00280 0.17960
O 2.10543 2.78578 -0.60485
H 2.63720 4.58970 0.47771
C -3.27890 1.58822 -0.14915
S -3.76188 0.45975 -1.43533
O -2.57367 -0.40017 -1.60821
C -4.98335 -0.52941 -0.47775
H -4.16646 1.97237 0.37729
H -2.67182 2.43458 -0.45902
H -2.75070 1.07021 0.65571
H -5.94335 -0.12243 -0.80431
H -4.81417 -0.35143 0.58232
H -4.93840 -1.58171 -0.73663
C 1.08620 -1.03922 2.81093
S -0.48178 -0.34899 2.27728
O -0.28878 0.45762 1.05853
C -1.19282 -1.90205 1.72790
H 1.54861 -1.61472 2.00993
H 0.91788 -1.66304 3.69214
H 1.73657 -0.22503 3.11742
H -2.22241 -1.78131 1.39730
H -1.19362 -2.62065 2.55366
H -0.59507 -2.33740 0.92592
```

***

No. 4
A structure of composition C6H8O2 in a non-equilibrium geometry. Source: the Open Molecules 2025 dataset; level of theory: wB97M-V/def2-TZVPD.

Properties
- LUMO (eV) = 0.90
- 2S+1 = 1
- strongest force on any atom (eV Å⁻¹) = 8.19
- frontier orbital gap (eV) = 10.394
- electronic energy (eV) = -10441.9400
- relative energy (zero: lowest compared OMol25 entry of this formula, charge and spin) (kJ/mol) = 461.81

```
16
C6H8O2 wB97M-V/def2-TZVPD
C -2.08660 -0.23704 0.04002
C -0.53735 -0.22664 0.06002
C -0.13099 1.12673 -0.36933
C 1.38100 0.76336 -0.29181
C 1.39132 -0.77857 -0.56895
C 1.36732 -0.42788 0.76417
H -2.15098 -1.11660 0.58655
H -2.58090 -0.64158 -0.96589
H -2.48606 0.70723 0.55167
H -0.44274 1.73863 0.71114
H -0.43610 1.45287 -1.31506
H 2.39763 1.44281 -0.30808
H 1.95287 -1.54588 -1.10017
H 2.19013 -0.44380 1.60190
O 0.05799 -1.31495 -0.76497
O 0.11346 -0.49867 1.36878
```

***

No. 5
An isolated molecule of C3H3N5O in a non-equilibrium geometry. Source: the Open Molecules 2025 dataset; level of theory: wB97M-V/def2-TZVPD.

Properties
- LUMO (eV) = 0.61
- 2S+1 = 1
- strongest force on any atom (eV Å⁻¹) = 5.60
- frontier orbital gap (eV) = 10.607
- electronic energy (eV) = -12656.0332
- relative energy (zero: lowest compared OMol25 entry of this formula, charge and spin) (kJ/mol) = 0.00

```
12
C3H3N5O wB97M-V/def2-TZVPD
O -2.14020 -1.61937 0.00132
C -1.33607 -0.72868 0.06320
N -1.75448 0.60905 -0.00503
N -0.58897 1.46945 -0.06878
C 0.51643 0.60664 0.07488
N 1.82920 0.61047 -0.01472
C 2.11950 -0.71982 -0.08398
N 1.14190 -1.54713 0.04584
N 0.11298 -0.61967 0.04142
H -2.39515 0.88699 -0.68097
H -0.67112 2.12098 0.73588
H 3.16596 -1.06890 -0.10907
```

***

No. 6
A structure of composition C39H39F10N5O5PS3Ti in a non-equilibrium geometry. Source: the Open Molecules 2025 dataset; level of theory: wB97M-V/def2-TZVPD.

Properties
- charge = -1
- ⟨S²⟩ = 2.007
- LUMO (spin up / spin down) (eV) = 1.93 / 1.93
- 2S+1 = 3
- strongest force on any atom (eV Å⁻¹) = 4.22
- frontier orbital gap (spin up / spin down) (eV) = 5.099 / 6.379
- electronic energy (eV) = -150849.9993

```
103
C39H39F10N5O5PS3Ti wB97M-V/def2-TZVPD
Ti 0.46406 -0.45506 0.63152
C 5.31402 1.47950 -1.31204
C 4.18558 1.45125 -0.27160
N 2.85438 1.16596 -0.78081
C 2.31219 2.18054 -1.67466
C 2.43384 3.59633 -1.13167
C 2.66853 -0.14654 -1.38216
C 3.11032 -1.32051 -0.51226
N 2.29050 -1.36467 0.67668
C 2.55843 -2.26655 1.61211
C 1.81940 -2.21047 2.82711
F 0.89501 -1.18399 2.89820
C 1.97915 -3.06092 3.89103
F 1.26570 -2.89635 5.01638
C 2.91471 -4.08536 3.83093
C 3.66211 -4.19024 2.66750
F 4.55873 -5.19942 2.57895
C 3.52805 -3.31855 1.60639
F 4.34941 -3.51072 0.53341
H 6.26667 1.65048 -0.81593
H 5.15302 2.28091 -2.03001
H 5.37005 0.53358 -1.84785
H 4.13562 2.41276 0.23954
H 4.41223 0.70909 0.49538
H 1.24610 1.94552 -1.78937
H 2.78097 2.12407 -2.68002
H 1.82491 4.26044 -1.74071
H 3.46032 3.95445 -1.15204
H 2.06565 3.61832 -0.11030
H 3.18753 -0.22042 -2.36140
H 1.57866 -0.24090 -1.53374
H 4.17324 -1.22947 -0.24813
H 3.00257 -2.24535 -1.10007
H 3.05185 -4.76508 4.65101
F 1.46536 -4.67300 -1.16799
C 0.14091 -4.80793 -1.12721
F -0.28553 -4.95101 -2.38597
F -0.13949 -5.93852 -0.48664
S -0.67415 -3.32776 -0.27334
O 0.15281 -2.19434 -0.59293
O -2.01568 -3.32276 -0.74930
N -0.52697 -3.83546 1.22582
S -1.35096 -2.82017 2.10221
O -1.31217 -1.53486 1.43853
O -1.11720 -2.91615 3.49657
C -3.16838 -3.37177 1.94828
F -3.71781 -3.40735 3.16785
F -3.91280 -2.56555 1.20349
F -3.26816 -4.60792 1.45364
C -0.77510 -2.26450 -5.10400
C -0.32985 -1.76226 -3.72511
C 1.08479 -2.28773 -3.47828
C -0.36121 -0.21484 -3.54204
C -1.15840 0.55527 -4.62940
O -1.99272 1.43005 -3.91422
C -1.89316 1.09684 -2.57259
N -0.97160 0.22673 -2.28268
C -2.85547 1.77518 -1.75765
C -3.89426 2.46271 -2.43370
C -4.85675 3.17576 -1.77363
C -4.82829 3.26270 -0.37630
C -3.82644 2.61370 0.30864
C -2.85696 1.84349 -0.33647
P -1.52168 1.21676 0.71803
C -2.40536 0.64403 2.22756
C -3.74492 0.27940 2.28339
C -4.28003 -0.23766 3.45357
C -3.47845 -0.45018 4.56128
C -2.13157 -0.12525 4.50355
C -1.60516 0.42603 3.35264
C -1.01021 2.89909 1.29588
C -1.19314 3.40951 2.57717
C -0.84138 4.71659 2.86679
C -0.31220 5.53703 1.88721
C -0.14562 5.04253 0.60387
C -0.49428 3.73920 0.31317
H -0.55123 -3.32753 -5.16966
H -0.23643 -1.75389 -5.90284
H -1.84387 -2.14732 -5.25767
H -0.99474 -2.19907 -2.97199
H 1.81158 -1.74537 -4.07959
H 1.15042 -3.33998 -3.74208
H 1.33942 -2.18304 -2.43312
H 0.67917 0.14359 -3.56085
H -1.79730 -0.08824 -5.23982
H -0.51237 1.13502 -5.29836
H -3.91728 2.41160 -3.51075
H -5.63549 3.68222 -2.32818
H -5.57308 3.84031 0.15106
H -3.78418 2.70717 1.38560
H -4.37771 0.39131 1.41521
H -5.33136 -0.48787 3.49923
H -3.89846 -0.87546 5.46133
H -1.49093 -0.31547 5.35121
H -0.55099 0.67345 3.29352
H -1.60171 2.78952 3.36311
H -0.97739 5.09530 3.87130
H -0.03333 6.55393 2.12393
H 0.26675 5.67916 -0.16298
H -0.37448 3.34103 -0.68552
S 2.66463 2.91579 2.93255
C 1.86984 1.83466 2.09618
N 1.23661 1.08094 1.43815
```

***

No. 7
A structure of composition C26H24N7O2PrS2 in a non-equilibrium geometry. Source: the Open Molecules 2025 dataset; level of theory: wB97M-V/def2-TZVPD.

Properties
- charge = +2
- ⟨S²⟩ = 2.002
- LUMO (spin up / spin down) (eV) = -5.50 / -5.43
- 2S+1 = 3
- strongest force on any atom (eV Å⁻¹) = 2.37
- frontier orbital gap (spin up / spin down) (eV) = 6.941 / 7.014
- electronic energy (eV) = -77607.1622
- relative energy (zero: lowest compared OMol25 entry of this formula, charge and spin) (kJ/mol) = 0.00

```
62
C26H24N7O2PrS2 wB97M-V/def2-TZVPD
Pr 0.84312 0.28103 0.17216
C 4.19238 -1.13090 0.90352
N 3.65056 -0.38019 -0.24127
C 3.86118 -1.00336 -1.55473
C 2.76438 -0.57542 -2.48667
N 1.60778 -0.11744 -2.05158
C 0.80260 0.06111 -3.18520
C -0.52059 0.48470 -3.28990
C -1.06205 0.53536 -4.55804
C -0.31182 0.17752 -5.68925
C 0.99712 -0.24867 -5.59257
C 1.53595 -0.29726 -4.31282
N 2.78136 -0.69082 -3.82259
C 3.39969 -0.77762 2.12826
N 2.15570 -0.35218 2.04540
C 1.70108 -0.20113 3.36205
C 0.45402 0.19606 3.84031
C 0.29711 0.24368 5.20981
C 1.34523 -0.09863 6.07848
C 2.57961 -0.50323 5.61239
C 2.73281 -0.54334 4.23172
N 3.79685 -0.90147 3.40326
H 5.25923 -0.96187 1.06477
H 4.06107 -2.19724 0.71365
H 4.08418 0.53582 -0.25018
H 3.79600 -2.08626 -1.44153
H 4.84156 -0.78552 -1.98365
H -1.10220 0.76168 -2.41929
H -2.08812 0.85217 -4.68885
H -0.77812 0.23027 -6.66384
H 1.56860 -0.52613 -6.46946
H 3.55599 -1.01221 -4.38200
H -0.35479 0.45381 3.16921
H -0.65197 0.54555 5.63152
H 1.17776 -0.04817 7.14574
H 3.38257 -0.76735 6.28897
H 4.70488 -1.20900 3.71463
O -1.72632 -3.54586 -0.27142
C -2.91574 -2.94717 -0.09101
C -4.04204 -3.75872 -0.19925
C -5.29738 -3.22808 -0.01352
C -5.47156 -1.86837 0.28377
C -4.37725 -1.05349 0.37468
C -3.07195 -1.56207 0.18404
C -1.94081 -0.65816 0.24944
O -0.69927 -1.14349 0.25359
N -2.20619 0.63788 0.27460
N -1.13316 1.48427 0.33387
C -1.45495 2.77081 0.21542
S -0.16518 3.93544 0.28842
C -1.15372 5.23797 -0.51360
C -2.56866 5.09771 0.00981
S -3.05152 3.34264 -0.05741
H -1.02723 -2.91006 -0.07857
H -3.89811 -4.80797 -0.42027
H -6.16131 -3.87593 -0.09227
H -6.46399 -1.46925 0.44241
H -4.48669 -0.00169 0.59790
H -1.09866 5.10089 -1.59162
H -0.71559 6.19605 -0.24053
H -3.27415 5.64695 -0.61122
H -2.65930 5.43636 1.04031
```